33
Properties=species:S:1:pos:R:3:lowdin_charge:R:1 method="wB97M-V/def2-TZVPD" lumo_ev=1.5 charge=-1 orbital_gap_ev=2.213
S -0.1294 2.5847 1.9367 1.062
O -3.2674 -1.2746 -3.2986 -0.302
O -2.4103 -4.1638 -1.2805 -0.309
N 4.0275 1.0803 0.9517 -0.009
C 1.7115 2.7401 1.4907 -0.347
C 0.2112 -0.0439 1.8418 -0.144
C -3.2481 -3.2793 -1.7912 -0.493
C -1.5415 0.8290 0.3538 -0.097
C 2.0234 2.2995 0.0667 -0.235
C -2.4822 -2.2197 -2.8226 -0.509
C -1.0092 -1.5175 0.3884 -0.039
C 2.9807 1.1162 -0.0808 -0.278
C -1.7662 -0.4439 -0.1095 -0.057
C -0.5442 1.0256 1.3257 -0.564
C -0.0352 -1.3180 1.3626 -0.082
H -2.5064 -0.6116 -0.8816 0.089
H -1.6214 -1.8719 -2.1878 0.049
H 2.4306 3.1629 -0.4565 0.105
H -2.0103 -2.9024 -3.5707 0.078
H 3.4905 1.2394 -1.0350 0.109
H -0.7918 3.4480 1.1450 0.001
H -3.7336 -2.5852 -1.0552 0.066
H 1.1097 2.0351 -0.4685 0.106
H -2.0947 1.6815 -0.0145 0.101
H 2.0038 3.7693 1.6807 0.073
H -4.0979 -3.6751 -2.3941 0.076
H 0.5656 -2.1306 1.7429 0.104
H 0.9729 0.1300 2.5906 0.091
H 2.1899 2.1413 2.2578 0.053
H 4.7023 0.3730 0.6853 0.065
H 3.6283 0.7195 1.8114 0.048
H 2.4403 0.1723 -0.1653 0.106
H -1.1986 -2.5102 -0.0196 0.086